Formula: C16H24Cl5N4Re
Source: the Open Molecules 2025 dataset
Level of theory: the ωB97M-V functional and the def2-TZVPD basis

The calculation puts the energy at -3221.29856 Eh. The value obtained for the LUMO energy (alpha / beta) is -11.2690 / -12.0631 eV. As for the charge: +3. The spin multiplicity is 4.

Structure (XYZ):
```
50
Properties=species:S:1:pos:R:3:lowdin_spin:R:1
Re -0.188 0.140 -0.278 2.242
C -0.795 0.441 3.218 0.001
C 0.679 0.504 2.767 0.011
N 0.922 0.992 1.367 0.021
C 2.388 1.000 1.038 0.009
C 2.593 1.231 -0.447 0.009
N 1.722 0.316 -1.258 0.025
C 2.321 -1.026 -1.603 0.013
C 2.712 -1.923 -0.436 0.001
C 1.657 -2.303 0.623 0.012
N 0.243 -1.896 0.320 0.029
C -0.694 -2.310 1.419 0.010
C -2.050 -1.657 1.227 0.009
N -1.910 -0.183 0.977 0.025
C -1.903 0.693 2.205 0.013
H -0.958 1.190 3.994 0.000
H -0.960 -0.514 3.718 0.000
H 1.151 -0.471 2.845 0.000
H 1.238 1.163 3.433 0.001
H 0.603 1.964 1.329 0.006
H 2.800 0.051 1.371 0.000
H 2.885 1.789 1.604 0.000
H 3.642 1.098 -0.714 0.000
H 2.312 2.252 -0.708 0.001
H 1.588 0.773 -2.159 0.006
H 3.218 -0.847 -2.197 0.001
H 1.600 -1.515 -2.260 0.001
H 3.579 -1.506 0.077 0.000
H 3.082 -2.835 -0.906 0.000
H 1.905 -1.873 1.590 0.000
H 1.654 -3.384 0.766 0.002
H -0.040 -2.406 -0.520 0.004
H -0.230 -2.034 2.362 0.000
H -0.806 -3.395 1.415 0.000
H -2.688 -1.840 2.093 0.000
H -2.548 -2.081 0.354 0.001
H -2.745 0.103 0.468 0.006
H -2.856 0.557 2.718 0.001
H -1.885 1.721 1.840 0.001
Cl -0.813 3.289 -0.560 0.056
C -1.492 2.357 -1.866 0.069
C -1.252 0.981 -1.816 0.083
C -1.755 0.175 -2.837 0.064
Cl -1.419 -1.528 -2.667 0.050
C -2.475 0.685 -3.888 0.003
Cl -3.073 -0.324 -5.110 -0.004
C -2.703 2.088 -3.914 0.132
Cl -3.575 2.753 -5.177 0.088
C -2.204 2.936 -2.888 0.002
Cl -2.478 4.607 -2.925 -0.004
```